Computed, not measured: a molecular structure, C33H57BN9RbS8, with wB97M-V/def2-TZVPD.

```
109
Properties=species:S:1:pos:R:3:forces:R:3:lowdin_charge:R:1
Rb -1.890 -1.196 0.792 0.08 0.04 -0.06 0.544
C 0.361 -3.685 3.542 -0.05 0.01 -0.03 -0.540
C -0.082 -4.716 2.500 0.02 0.04 -0.03 -0.513
S 0.005 -4.134 0.781 0.03 -0.01 0.08 0.823
C 1.667 -4.659 0.284 -0.05 0.02 0.02 -0.524
C 2.831 -4.160 1.131 0.03 0.06 0.00 -0.517
S 2.929 -2.354 1.102 -0.01 -0.02 0.00 0.895
C 3.722 -2.029 2.696 0.02 0.00 -0.06 -0.525
C 3.472 -0.577 3.092 -0.05 0.03 -0.02 -0.544
S 1.727 -0.097 3.197 -0.01 -0.02 0.03 0.850
C 1.318 -0.935 4.759 0.03 0.06 -0.07 -0.515
C -0.156 -1.273 4.930 -0.03 -0.07 -0.02 -0.533
S -0.912 -2.416 3.736 0.08 0.01 0.05 0.809
H 1.273 -3.194 3.211 0.02 -0.02 -0.01 0.015
H 0.534 -4.183 4.500 0.01 -0.01 0.00 0.092
H -1.120 -5.005 2.671 0.00 -0.02 0.01 0.071
H 0.526 -5.619 2.584 -0.01 -0.01 0.01 0.083
H 1.755 -4.283 -0.737 0.01 -0.01 -0.01 0.051
H 1.692 -5.750 0.246 0.01 0.00 -0.01 0.081
H 3.754 -4.601 0.748 -0.01 -0.02 0.01 0.080
H 2.719 -4.487 2.168 0.00 -0.02 0.00 0.066
H 4.797 -2.210 2.632 0.00 -0.01 0.03 0.080
H 3.316 -2.714 3.444 0.00 0.00 0.01 0.057
H 3.891 0.086 2.331 0.02 -0.01 0.02 0.055
H 3.974 -0.355 4.036 0.03 0.00 -0.01 0.081
H 1.606 -0.291 5.592 0.00 -0.01 0.01 0.082
H 1.920 -1.842 4.827 0.00 -0.01 0.03 0.059
H -0.760 -0.369 4.841 -0.01 0.01 0.02 0.028
H -0.296 -1.683 5.932 0.00 0.02 0.00 0.077
C -1.845 4.500 3.947 -0.01 -0.01 -0.01 -0.045
C -0.328 4.348 3.841 0.00 0.00 0.04 -0.553
C 0.306 5.726 4.029 0.00 -0.01 0.01 -0.061
C 0.231 3.416 4.917 -0.01 0.00 -0.01 -0.049
N 0.035 3.823 2.497 0.03 0.01 -0.03 0.003
C 0.792 4.521 1.567 -0.01 0.01 0.00 -0.044
C 0.933 3.730 0.493 -0.01 -0.02 0.01 -0.064
N 0.292 2.533 0.745 0.02 -0.02 -0.08 0.064
B 0.227 1.385 -0.287 -0.05 0.00 -0.06 -0.692
N -0.287 1.923 -1.658 0.11 -0.07 0.07 0.041
C 0.533 2.361 -2.676 -0.03 0.00 0.02 -0.068
C -0.216 2.528 -3.778 0.01 0.08 -0.01 -0.044
N -1.521 2.195 -3.445 0.03 0.01 -0.01 0.004
C -1.552 1.809 -2.129 0.03 -0.02 -0.08 -0.691
S -2.896 1.292 -1.231 -0.07 0.07 0.05 0.597
C -2.648 2.166 -4.412 -0.01 -0.01 -0.03 -0.553
C -3.763 3.107 -3.958 0.03 0.01 -0.01 -0.047
C -3.136 0.725 -4.555 -0.04 -0.02 0.00 -0.040
C -2.153 2.654 -5.775 0.00 -0.08 0.01 -0.061
N 1.647 0.797 -0.559 -0.01 0.04 -0.04 0.047
C 2.872 1.330 -0.224 0.00 -0.04 0.02 -0.072
C 3.823 0.643 -0.885 0.00 0.02 -0.02 -0.063
N 3.186 -0.329 -1.642 0.01 -0.01 0.03 -0.005
C 1.836 -0.247 -1.410 0.06 0.01 0.03 -0.723
S 0.599 -1.230 -2.031 -0.06 -0.03 -0.02 0.647
C 3.861 -1.158 -2.679 0.01 -0.02 -0.02 -0.550
C 3.346 -0.723 -4.052 -0.01 -0.01 -0.01 -0.040
C 3.613 -2.648 -2.448 -0.04 0.01 0.01 -0.064
C 5.367 -0.914 -2.615 -0.02 0.01 0.01 -0.055
C -0.296 2.600 1.970 0.03 0.02 0.03 -0.671
S -1.290 1.429 2.692 -0.03 -0.01 0.04 0.583
H -2.095 4.919 4.924 0.00 0.00 0.00 0.086
H -2.344 3.542 3.831 0.00 0.00 0.00 0.031
H -2.209 5.181 3.175 0.00 0.01 0.00 0.092
H 0.039 6.081 5.024 0.00 0.00 0.00 0.089
H -0.071 6.452 3.307 0.00 0.00 0.00 0.085
H 1.394 5.686 3.969 0.00 0.00 0.00 0.086
H -0.011 3.819 5.902 0.01 0.01 0.01 0.087
H 1.316 3.344 4.823 0.01 0.00 0.01 0.088
H -0.195 2.420 4.823 0.01 0.02 0.01 0.025
H 1.154 5.516 1.735 0.00 0.00 0.01 0.107
H 1.424 3.927 -0.444 0.00 0.00 0.01 0.119
H -0.463 0.522 0.083 -0.03 0.17 0.09 -0.044
H 1.593 2.493 -2.545 0.01 -0.01 0.01 0.120
H 0.074 2.856 -4.757 -0.01 0.00 0.01 0.106
H -4.157 2.822 -2.987 0.01 -0.03 0.02 0.031
H -4.567 3.076 -4.697 -0.03 0.01 0.02 0.085
H -3.388 4.131 -3.902 -0.01 0.01 0.01 0.090
H -3.512 0.354 -3.603 0.01 0.00 -0.05 0.025
H -2.312 0.086 -4.879 0.00 -0.02 -0.01 0.092
H -3.932 0.678 -5.301 0.00 0.02 -0.01 0.088
H -1.742 3.662 -5.715 -0.03 0.02 -0.03 0.085
H -3.007 2.676 -6.451 0.00 0.01 0.00 0.088
H -1.408 1.985 -6.207 0.02 0.01 0.04 0.086
H 2.971 2.145 0.471 0.00 0.00 0.01 0.116
H 4.888 0.761 -0.860 0.01 -0.01 -0.01 0.108
H 2.272 -0.882 -4.129 0.00 0.00 0.00 0.042
H 3.849 -1.301 -4.828 0.00 0.00 -0.01 0.087
H 3.558 0.336 -4.215 0.01 0.00 0.00 0.088
H 2.548 -2.864 -2.472 0.02 -0.01 0.00 0.017
H 4.024 -2.952 -1.484 0.01 -0.01 0.01 0.056
H 4.111 -3.213 -3.238 0.02 0.00 0.00 0.089
H 5.625 0.122 -2.842 0.01 0.00 0.00 0.084
H 5.842 -1.547 -3.364 0.00 0.00 -0.01 0.090
H 5.776 -1.183 -1.640 0.00 0.00 0.01 0.088
C -6.158 -0.798 -2.023 -0.02 -0.03 0.02 -0.095
C -6.384 -1.736 -0.833 0.00 0.04 -0.03 -0.234
C -5.257 -2.698 -0.656 0.05 -0.06 -0.03 -0.609
N -4.388 -2.636 0.289 -0.09 -0.04 -0.06 -0.062
N -3.386 -3.574 0.191 -0.14 -0.14 0.02 -0.088
C -3.529 -4.346 -0.839 -0.06 -0.01 -0.05 -0.715
N -2.685 -5.387 -1.122 0.03 0.04 0.00 0.085
S -4.938 -3.990 -1.788 0.04 0.04 0.03 1.099
H -6.984 -0.092 -2.108 0.00 0.00 0.00 0.077
H -6.094 -1.359 -2.957 0.00 0.01 -0.01 0.069
H -5.234 -0.232 -1.900 0.00 0.00 0.00 0.025
H -7.320 -2.285 -0.956 -0.01 0.00 0.02 0.108
H -6.453 -1.166 0.094 0.00 -0.01 0.00 0.117
H -1.808 -5.313 -0.614 0.00 -0.01 -0.01 0.025
H -2.566 -5.599 -2.100 -0.01 -0.02 0.01 0.089
```
Positions in Å, forces in eV/Å.

Output
E_HOMO in eV: -6.6165
Energy above the lowest of the compared OMol25 structures with the same formula, charge and spin in kcal per mole: 1.8
Largest force on an atom in eV/A: 0.199